(1)
{
  "formula": "H3N3O2",
  "method": "wB97M-V/def2-TZVPD",
  "elements": ["H", "N", "N", "N", "O", "O", "H", "H"],
  "xyz": [[-1.386602, -1.599769, -1.348971], [-1.365680, -1.130193, -0.494613], [-2.154550, -0.295824, -0.067940], [-2.599445, 0.762965, 0.018350], [-3.286569, 1.573986, 0.592090], [1.318673, -0.251839, -0.055758], [2.111698, 0.095562, -0.539385], [0.670323, 0.424402, 0.146111]],
  "forces_ev_per_angstrom": [[-1.3, -0.5, -1.8], [1.6, 0.3, 3.0], [-0.3, -1.2, -1.6], [0.6, 1.3, 0.1], [-0.9, 0.1, 0.4], [1.4, -0.4, -0.6], [-1.5, 0.1, 0.9], [0.4, 0.4, -0.3]],
  "nbo_charge": [0.378, -0.512, 0.199, 0.324, -0.391, -0.950, 0.477, 0.474],
  "spin_multiplicity": 1,
  "energy_ha": -316.335057,
  "smiles": "[H]/N=N\\N=O.O",
  "lumo_energy_ev": -0.2,
  "orbital_gap_ev": 8.95,
  "charge": 0,
  "relative_energy_ev": 1.953
}

(2)
{
  "formula": "H3N3O2",
  "method": "wB97M-V/def2-TZVPD",
  "elements": ["N", "N", "N", "O", "O", "H", "H", "H"],
  "xyz": [[-1.355643, 0.488786, -0.266780], [-0.356868, -0.422306, -0.173299], [0.792851, 0.032448, 0.009801], [1.153280, 1.184153, 0.165922], [1.770577, -0.954706, 0.052184], [-2.231713, 0.095233, 0.044476], [-1.121735, 1.408392, 0.106794], [1.349252, -1.831998, 0.060902]],
  "forces_ev_per_angstrom": [[0.3, 0.8, -0.1], [0.1, -1.0, 0.1], [-1.2, -0.9, -0.1], [0.3, 0.5, 0.0], [0.8, 0.3, 0.1], [0.2, 0.0, 0.0], [-0.1, -0.2, 0.0], [-0.5, 0.5, -0.1]],
  "nbo_charge": [-0.643, -0.133, 0.515, -0.470, -0.524, 0.383, 0.382, 0.492],
  "spin_multiplicity": 1,
  "energy_ha": -316.396772,
  "smiles": "N/N=[N+](\\[O-])O",
  "lumo_energy_ev": 1.0,
  "orbital_gap_ev": 10.04,
  "charge": 0,
  "relative_energy_ev": 0.274
}

(3)
{
  "formula": "H3N3O2",
  "method": "wB97M-V/def2-TZVPD",
  "elements": ["N", "N", "N", "O", "O", "H", "H", "H"],
  "xyz": [[-1.394245, 0.497141, -0.006436], [0.808270, 1.121988, 0.050274], [-0.198560, 0.197912, -0.047133], [0.627756, -1.477858, 0.105640], [-2.271280, -0.322298, 0.025568], [0.986017, 1.557426, -0.906793], [1.547063, 0.431956, 0.287837], [-0.105019, -2.006263, 0.491042]],
  "forces_ev_per_angstrom": [[-0.6, -0.9, 0.3], [1.2, -0.4, -1.2], [1.8, -1.5, 0.0], [-2.0, 2.3, -0.1], [-0.9, -0.1, -0.1], [-0.1, -1.0, 1.5], [0.3, 1.3, -0.1], [0.3, 0.4, -0.3]],
  "nbo_charge": [0.288, -0.606, 0.160, -0.711, -0.381, 0.371, 0.408, 0.470],
  "spin_multiplicity": 1,
  "energy_ha": -316.320594,
  "lumo_energy_ev": [-1.3, -1.4],
  "orbital_gap_ev": [8.55, 8.44],
  "charge": 0,
  "relative_energy_ev": 2.346
}

(4)
{
  "formula": "H3N3O3",
  "method": "wB97M-V/def2-TZVPD",
  "elements": ["N", "N", "N", "O", "O", "O", "H", "H", "H"],
  "xyz": [[-0.663922, -0.531112, 0.289885], [0.396063, 0.361434, -0.218972], [1.683695, -0.201001, -0.245397], [1.764075, -1.275866, -0.767240], [2.500566, 0.517302, 0.230451], [0.429156, 1.573559, 0.219470], [-0.801937, -1.294060, -0.405588], [-0.411436, -0.884025, 1.164387], [0.432427, 1.588802, 1.218066]],
  "forces_ev_per_angstrom": [[0.6, 1.8, -2.8], [-2.9, -3.1, -1.0], [-4.3, 0.1, -0.5], [0.9, -5.0, -2.5], [5.8, 3.5, 3.0], [-1.3, 2.4, 2.2], [0.6, 0.9, 0.8], [0.6, -0.8, 1.8], [0.2, 0.1, -1.1]],
  "lowdin_spin": [0.096, 0.321, 0.429, 0.420, 0.660, 0.049, -0.001, 0.013, 0.013],
  "spin_multiplicity": 3,
  "energy_ha": -391.410304,
  "s_squared": 2.01,
  "lumo_energy_ev": [0.5, -3.7],
  "orbital_gap_ev": [7.05, 6.62],
  "charge": 0,
  "relative_energy_ev": 6.164
}

(5)
{
  "formula": "H3N4O",
  "method": "wB97M-V/def2-TZVPD",
  "elements": ["N", "N", "O", "N", "N", "H", "H", "H"],
  "xyz": [[0.088102, -1.504696, 1.667607], [0.055407, -0.715487, 0.688732], [1.358455, -0.432668, -0.232554], [-0.992520, -0.105250, 0.370447], [-1.012732, 0.517731, -0.901831], [1.052357, -1.640239, 1.942889], [-1.237181, 1.607247, -0.934955], [-0.048830, 0.242423, -1.337903]],
  "forces_ev_per_angstrom": [[-0.1, -0.8, 1.2], [3.5, 2.1, -3.7], [-3.1, -1.0, 2.4], [-1.5, 1.0, 0.1], [1.5, 0.6, -1.4], [0.3, 0.0, -0.5], [1.1, -3.1, 0.9], [-1.6, 1.2, 1.0]],
  "nbo_charge": [-0.630, 0.326, -0.809, -0.202, -0.740, 0.319, 0.333, 0.402],
  "spin_multiplicity": 1,
  "energy_ha": -295.910143,
  "smiles": "[NH-][N+](=O)[N-]N",
  "lumo_energy_ev": 5.1,
  "orbital_gap_ev": 7.93,
  "charge": -1,
  "relative_energy_ev": 1.238
}

(6)
{
  "formula": "H3N4O2",
  "method": "wB97M-V/def2-TZVPD",
  "elements": ["N", "N", "N", "N", "O", "O", "H", "H", "H"],
  "xyz": [[-1.959069, -0.191365, 0.147545], [0.091259, -0.253238, 1.239067], [1.369944, 0.151200, 1.006779], [-0.697626, -0.350133, 0.249222], [0.347030, 0.562648, -1.547596], [-2.712647, -1.067274, -0.456731], [1.850785, 0.275701, 1.884457], [0.894203, -0.187972, -1.677986], [0.816122, 1.060433, -0.844757]],
  "forces_ev_per_angstrom": [[-1.7, -0.6, 0.3], [1.7, 1.4, 0.6], [-2.7, -0.4, -1.4], [-0.2, -2.1, 0.3], [0.4, 2.4, -1.2], [2.5, 1.5, 1.0], [-0.5, -0.6, 0.7], [0.7, -1.1, 0.0], [-0.2, -0.6, -0.2]],
  "nbo_charge": [0.130, -0.037, -0.715, -0.137, -0.945, -0.546, 0.307, 0.461, 0.484],
  "spin_multiplicity": 1,
  "energy_ha": -371.158080,
  "lumo_energy_ev": 4.6,
  "orbital_gap_ev": 7.98,
  "charge": -1,
  "relative_energy_ev": 0.688
}

(7)
{
  "formula": "H3N4P",
  "method": "wB97M-V/def2-TZVPD",
  "elements": ["N", "N", "N", "N", "P", "H", "H", "H"],
  "xyz": [[-0.659685, 0.823444, -0.006609], [-1.657206, 0.076151, -0.018122], [0.779255, 0.784455, 0.215614], [1.375238, -0.499428, 0.274556], [-3.105727, -0.398406, -0.072933], [0.984872, 1.159726, -0.663253], [1.346480, -0.919269, -0.738014], [0.936775, -1.026673, 1.008762]],
  "forces_ev_per_angstrom": [[-2.7, 0.9, -0.6], [3.4, 1.2, 0.5], [-1.9, -2.3, 1.6], [0.6, 0.0, -3.1], [-0.3, -0.6, 0.1], [1.3, 1.0, -1.3], [-0.3, 0.2, 2.9], [-0.1, -0.4, -0.1]],
  "nbo_charge": [-0.171, -0.482, -0.255, -0.668, 0.504, 0.359, 0.343, 0.370],
  "spin_multiplicity": 1,
  "energy_ha": -561.995835,
  "lumo_energy_ev": -0.4,
  "orbital_gap_ev": 7.26,
  "charge": 0,
  "relative_energy_ev": 0.599
}

(8)
{
  "formula": "H3NO",
  "method": "wB97M-V/def2-TZVPD",
  "elements": ["N", "O", "H", "H", "H"],
  "xyz": [[0.498991, -0.385962, -0.308224], [-0.869280, -0.384154, -0.216888], [0.663840, 0.788744, -0.287539], [0.682845, -0.606120, 0.681608], [-0.976396, 0.587493, 0.131041]],
  "forces_ev_per_angstrom": [[3.0, 4.1, 1.2], [-3.8, 3.4, 0.6], [0.9, -4.2, -0.5], [1.2, -0.1, -0.5], [-1.3, -3.3, -0.9]],
  "nbo_charge": [-0.459, -0.575, 0.278, 0.317, 0.439],
  "spin_multiplicity": 1,
  "energy_ha": -131.679264,
  "smiles": "NO",
  "lumo_energy_ev": 0.5,
  "orbital_gap_ev": 10.34,
  "charge": 0,
  "relative_energy_ev": 1.118
}

Please write out number 6 again, unchanged.
{
  "formula": "H3N4O2",
  "method": "wB97M-V/def2-TZVPD",
  "elements": ["N", "N", "N", "N", "O", "O", "H", "H", "H"],
  "xyz": [[-1.959069, -0.191365, 0.147545], [0.091259, -0.253238, 1.239067], [1.369944, 0.151200, 1.006779], [-0.697626, -0.350133, 0.249222], [0.347030, 0.562648, -1.547596], [-2.712647, -1.067274, -0.456731], [1.850785, 0.275701, 1.884457], [0.894203, -0.187972, -1.677986], [0.816122, 1.060433, -0.844757]],
  "forces_ev_per_angstrom": [[-1.7, -0.6, 0.3], [1.7, 1.4, 0.6], [-2.7, -0.4, -1.4], [-0.2, -2.1, 0.3], [0.4, 2.4, -1.2], [2.5, 1.5, 1.0], [-0.5, -0.6, 0.7], [0.7, -1.1, 0.0], [-0.2, -0.6, -0.2]],
  "nbo_charge": [0.130, -0.037, -0.715, -0.137, -0.945, -0.546, 0.307, 0.461, 0.484],
  "spin_multiplicity": 1,
  "energy_ha": -371.158080,
  "lumo_energy_ev": 4.6,
  "orbital_gap_ev": 7.98,
  "charge": -1,
  "relative_energy_ev": 0.688
}